{"formula": "C31H35I2InN11OSi", "method": "wB97M-V/def2-TZVPD", "symbols": ["In", "N", "C", "N", "C", "N", "N", "C", "N", "C", "C", "C", "C", "C", "N", "H", "H", "H", "H", "H", "H", "H", "H", "I", "C", "C", "C", "I", "C", "C", "C", "C", "N", "C", "C", "O", "H", "H", "H", "H", "C", "Si", "C", "C", "C", "C", "C", "C", "C", "H", "H", "H", "H", "H", "H", "H", "H", "H", "H", "H", "C", "N", "C", "N", "C", "N", "C", "N", "C", "C", "H", "H", "H", "H", "H", "H", "H", "H", "H", "H", "H", "H"], "xyz": [[0.096, 0.225, -0.166], [-1.855, 0.044, 2.629], [-0.594, 0.033, 3.072], [-0.386, 0.118, 4.380], [0.891, 0.150, 4.757], [1.156, 0.223, 6.062], [1.956, 0.119, 3.919], [1.647, 0.022, 2.649], [0.408, -0.055, 2.158], [2.776, -0.004, 1.669], [4.088, 0.093, 2.108], [5.107, 0.042, 1.173], [4.787, -0.096, -0.168], [3.452, -0.167, -0.520], [2.467, -0.130, 0.375], [-2.595, 0.084, 3.309], [-2.089, -0.043, 1.646], [0.399, 0.260, 6.720], [2.110, 0.271, 6.371], [4.282, 0.201, 3.164], [6.140, 0.111, 1.487], [5.554, -0.141, -0.928], [3.155, -0.259, -1.558], [-5.155, -0.241, -0.188], [-3.877, -0.129, -1.835], [-4.405, -0.069, -3.132], [-3.581, -0.003, -4.222], [-4.447, 0.082, -6.127], [-2.176, 0.003, -4.049], [-1.239, 0.062, -5.104], [0.103, 0.070, -4.844], [0.529, 0.015, -3.512], [-0.308, -0.056, -2.503], [-1.652, -0.055, -2.732], [-2.515, -0.125, -1.580], [-2.027, -0.199, -0.371], [-5.478, -0.076, -3.266], [-1.598, 0.105, -6.123], [0.827, 0.122, -5.645], [1.587, 0.034, -3.271], [-1.349, 3.229, 1.142], [0.034, 2.829, -0.055], [-0.317, 3.426, -1.798], [1.702, 3.380, 0.595], [2.849, 3.178, -0.179], [4.107, 3.505, 0.301], [4.243, 4.034, 1.579], [3.119, 4.245, 2.362], [1.859, 3.924, 1.871], [-1.521, 4.304, 1.233], [-1.128, 2.835, 2.136], [-2.275, 2.766, 0.793], [-0.399, 4.514, -1.850], [-1.258, 2.996, -2.150], [0.473, 3.115, -2.485], [2.752, 2.767, -1.180], [4.983, 3.356, -0.319], [5.224, 4.290, 1.959], [3.221, 4.669, 3.352], [0.988, 4.102, 2.492], [-0.357, -2.878, -1.386], [0.078, -2.296, -0.080], [1.387, -2.920, 0.260], [1.317, -4.368, 0.317], [0.868, -4.866, -0.986], [-0.443, -4.325, -1.346], [-1.406, -4.708, -0.311], [-1.001, -4.206, 1.004], [-0.908, -2.760, 0.943], [0.320, -4.750, 1.322], [0.360, -2.584, -2.153], [-1.335, -2.468, -1.633], [1.707, -2.542, 1.232], [2.120, -2.628, -0.493], [0.807, -5.954, -0.949], [1.596, -4.582, -1.749], [-1.474, -5.796, -0.272], [-2.387, -4.303, -0.564], [-0.592, -2.388, 1.917], [-1.880, -2.339, 0.690], [0.258, -5.838, 1.364], [0.637, -4.380, 2.299]], "mulliken_charge": [2.1902, 0.0442, 0.0649, -0.9307, 0.0107, -0.3308, -0.8811, 0.1920, 0.7522, 0.3948, -0.5234, -0.9858, -0.9476, -0.3836, 0.7926, 0.2821, -0.1048, 0.2645, 0.2433, 0.5848, 0.4703, 0.5052, 0.0563, -0.0209, -0.1612, -0.1733, -0.2607, 0.0733, 0.8627, -0.8970, -1.3229, -0.1388, 0.2135, 0.0841, -0.6994, -0.1413, 0.4135, 0.2312, 0.5152, 0.2100, -1.1238, 0.4145, -0.9945, 0.5117, -0.2474, -0.6413, -0.6471, -0.6150, -0.4170, 0.5549, 0.2234, 0.2258, 0.5128, 0.2177, 0.2286, 0.2879, 0.4659, 0.4240, 0.4252, 0.3860, -0.7159, 1.3653, -0.8720, 0.1750, -0.7078, 0.1749, -0.6174, 0.1145, -0.6490, -0.7104, 0.2200, -0.0335, -0.0038, 0.2674, 0.3634, 0.3152, 0.3722, 0.3357, 0.2717, -0.0750, 0.3558, 0.3128], "molar_mass_da": 974.41, "max_force_ev_per_a": 0.5, "total_charge": 1, "energy_ha": -2954.864996}

=====

{"formula": "C8H16PdS4", "method": "wB97M-V/def2-TZVPD", "symbols": ["Pd", "C", "C", "S", "C", "C", "S", "C", "C", "S", "C", "C", "S", "H", "H", "H", "H", "H", "H", "H", "H", "H", "H", "H", "H", "H", "H", "H", "H"], "xyz": [[-0.385, 1.619, -0.019], [2.222, -0.025, 0.111], [2.501, 0.776, 1.377], [1.134, 1.824, 2.030], [0.174, 0.650, 3.067], [-0.615, -0.439, 2.355], [-1.897, 0.249, 1.231], [-1.972, -1.026, -0.098], [-2.575, -0.466, -1.381], [-1.824, 1.071, -2.065], [-0.431, 0.432, -3.080], [0.760, -0.168, -2.347], [1.588, 1.049, -1.246], [1.508, -0.837, 0.278], [3.170, -0.448, -0.231], [3.322, 1.474, 1.203], [2.802, 0.108, 2.186], [-0.494, 1.292, 3.647], [0.877, 0.193, 3.764], [-1.149, -1.006, 3.120], [0.026, -1.121, 1.792], [-2.630, -1.823, 0.258], [-0.968, -1.433, -0.251], [-3.623, -0.209, -1.218], [-2.538, -1.216, -2.172], [-0.121, 1.292, -3.678], [-0.849, -0.309, -3.763], [1.497, -0.451, -3.103], [0.492, -1.053, -1.766]], "mulliken_charge": [-0.0405, -0.2826, -0.7626, 0.1369, -0.7828, -0.3663, -0.0217, -0.2824, -0.7627, 0.1369, -0.7830, -0.3662, -0.0217, 0.0938, 0.4850, 0.4627, 0.4323, 0.4448, 0.4503, 0.4773, 0.2531, 0.4850, 0.0937, 0.4628, 0.4323, 0.4448, 0.4504, 0.4773, 0.2531], "molar_mass_da": 346.90, "max_force_ev_per_a": 2.1, "total_charge": 2, "energy_ha": -2034.479240}

=====

{"formula": "C24H30N2O4", "method": "wB97M-V/def2-TZVPD", "symbols": ["C", "H", "O", "C", "C", "C", "C", "C", "C", "O", "C", "H", "H", "H", "H", "C", "H", "H", "C", "N", "C", "O", "C", "H", "H", "C", "H", "C", "O", "N", "H", "C", "H", "H", "C", "C", "C", "C", "C", "C", "C", "H", "H", "C", "H", "H", "H", "H", "H", "H", "H", "C", "H", "H", "H", "H", "H", "H", "H", "H"], "xyz": [[-6.058, -0.298, 1.649], [-5.244, -0.472, 2.373], [-5.462, -0.691, 0.307], [-4.452, -0.283, -0.276], [-4.155, -1.009, -1.623], [-3.126, -0.526, -2.141], [-2.353, 0.455, -1.553], [-2.621, 1.210, -0.640], [-3.740, 0.807, 0.149], [-3.945, 1.295, 1.449], [-3.092, 2.397, 2.070], [-3.086, 3.255, 1.427], [-2.019, 1.556, 1.967], [-3.369, 2.452, 3.104], [-1.989, 1.974, -0.283], [-1.080, 0.958, -2.319], [-0.852, 0.206, -3.281], [-1.112, 1.977, -2.689], [0.331, 0.953, -1.601], [0.175, -0.325, -0.652], [-0.119, -0.412, 0.461], [-0.306, 0.656, 1.430], [-0.186, -1.749, 1.023], [0.290, -2.002, 2.071], [-1.239, -1.915, 0.892], [0.458, -2.630, -0.236], [-0.163, -3.766, -0.393], [1.876, -2.877, -0.029], [2.112, -4.226, 0.257], [2.717, -2.029, 0.098], [2.337, -0.939, -0.110], [4.073, -2.132, 0.124], [4.327, -3.079, 0.631], [4.614, -2.092, -0.721], [4.542, -1.120, 1.266], [4.228, 0.521, 0.822], [4.920, 0.946, -0.411], [4.482, 2.181, -0.473], [3.337, 2.842, -0.217], [2.543, 2.312, 0.893], [3.148, 0.883, 1.458], [2.362, 0.576, 2.336], [1.683, 2.610, 1.245], [2.872, 3.982, -0.754], [2.888, 4.197, -1.939], [3.721, 4.851, -0.409], [1.980, 4.238, -0.449], [5.177, 2.482, -1.497], [5.800, 0.553, -0.751], [5.527, -1.065, 1.417], [4.142, -1.206, 2.184], [0.228, -1.631, -1.449], [1.203, -1.685, -2.228], [-0.683, -1.934, -1.813], [1.258, 0.810, -2.024], [0.306, 1.755, -0.599], [-2.868, -0.987, -3.199], [-4.903, -1.614, -1.775], [-6.986, -0.777, 1.775], [-6.210, 0.752, 1.804]], "mulliken_charge": [-0.7552, 0.2984, -0.4842, 0.2741, -1.3671, -0.4651, 0.4045, 0.4480, 0.5134, -0.5974, -0.5224, 0.2514, 0.1970, 0.2961, 0.4790, -1.4065, 0.2360, 0.5263, -0.5302, 0.3243, 0.9269, -0.8881, -1.1930, 0.2490, 0.4217, 0.2448, 0.3044, 0.3303, -0.7976, 0.3098, -0.3342, -0.7397, 0.4248, 0.5404, -1.7236, 0.6464, -1.1993, -0.2947, 1.1351, -0.9416, -0.1265, 0.1169, 1.0063, -1.7550, 0.2486, 0.2654, 0.5149, 0.0630, 0.5408, 0.7754, 0.5191, -0.7611, 0.2136, 0.6336, 0.7657, -0.0488, 0.0760, 0.8320, 0.3222, 0.2556], "de_lowest_kj_mol": 2093.00, "molar_mass_da": 410.51, "max_force_ev_per_a": 18.6, "total_charge": 0, "energy_ha": -1342.298643}

=====

{"formula": "C20H14AgI2N3O5", "method": "wB97M-V/def2-TZVPD", "symbols": ["Ag", "O", "C", "O", "C", "C", "C", "C", "C", "N", "C", "O", "O", "H", "H", "H", "I", "C", "C", "C", "I", "C", "O", "C", "C", "N", "C", "C", "C", "C", "C", "C", "N", "C", "H", "H", "H", "H", "H", "H", "H", "H", "H", "H", "H"], "xyz": [[0.046, 1.079, -0.707], [-2.592, 4.639, -1.600], [-1.846, 3.700, -1.253], [-1.559, 2.647, -1.880], [-1.175, 3.859, 0.124], [-1.058, 5.104, 0.725], [-0.428, 5.188, 1.959], [0.029, 4.030, 2.570], [-0.121, 2.820, 1.908], [-0.707, 2.756, 0.710], [0.387, 1.498, 2.519], [0.468, 1.489, 3.765], [0.664, 0.596, 1.693], [-1.466, 5.963, 0.210], [-0.303, 6.150, 2.445], [0.500, 4.032, 3.544], [6.505, -2.409, 1.054], [4.754, -1.678, 0.130], [4.583, -0.312, -0.030], [3.447, 0.132, -0.676], [3.069, 2.187, -0.894], [2.441, -0.728, -1.208], [1.424, -0.318, -1.869], [2.649, -2.122, -0.946], [1.556, -3.056, -1.381], [0.350, -2.881, -0.572], [-0.864, -3.311, -1.237], [-2.080, -2.584, -0.724], [-3.234, -3.271, -0.359], [-4.336, -2.550, 0.073], [-4.248, -1.169, 0.137], [-3.052, -0.566, -0.232], [-1.994, -1.258, -0.650], [3.790, -2.577, -0.312], [5.311, 0.392, 0.347], [1.898, -4.093, -1.291], [1.343, -2.866, -2.444], [0.256, -1.898, -0.338], [-1.009, -4.389, -1.104], [-0.812, -3.123, -2.323], [-3.257, -4.353, -0.399], [-5.245, -3.061, 0.372], [-5.080, -0.565, 0.475], [-2.924, 0.514, -0.195], [3.914, -3.640, -0.136]], "mulliken_charge": [0.8680, -0.7626, 0.1795, -0.6497, 0.2712, -0.5863, -0.2556, -0.4946, 0.2391, 0.2777, 0.0588, -0.7802, -0.5585, 0.4569, 0.3833, 0.4482, -0.0767, -0.1165, -0.5972, -0.0825, -0.0391, 0.4553, -1.0552, 0.6189, -0.8028, -0.2556, -0.3240, 0.4433, -0.7266, -0.2399, -0.7435, -0.0007, -0.1186, -0.6718, 0.3032, 0.3716, 0.3550, 0.1452, 0.2132, 0.2739, 0.2882, 0.3745, 0.3832, 0.2347, 0.2955], "de_lowest_kj_mol": 0.00, "molar_mass_da": 738.02, "max_force_ev_per_a": 0.4, "total_charge": -2, "energy_ha": -2053.499536}

=====

{"formula": "C13H28IrN6O6S", "method": "wB97M-V/def2-TZVPD", "symbols": ["O", "H", "Ir", "N", "N", "N", "N", "O", "O", "O", "O", "C", "C", "C", "C", "C", "H", "H", "H", "C", "H", "H", "H", "C", "C", "H", "H", "H", "H", "H", "H", "H", "H", "C", "H", "H", "H", "O", "H", "H", "S", "C", "N", "C", "C", "C", "N", "H", "H", "H", "H", "H", "H", "H", "H"], "xyz": [[-3.138, -1.316, -2.531], [-2.701, -2.155, -2.791], [-0.310, 0.283, -0.208], [-0.399, 0.491, 1.806], [-2.040, 1.297, 0.059], [1.558, -0.202, -0.396], [-0.072, 0.318, -2.232], [0.640, 0.236, 2.555], [2.379, -0.311, 0.681], [-0.847, 0.746, -3.142], [-2.602, 2.028, -0.783], [-2.516, 1.392, 1.358], [-1.575, 0.958, 2.307], [2.102, -0.245, -1.642], [1.208, 0.053, -2.668], [-1.553, 1.122, 3.791], [-0.856, 1.941, 4.086], [-1.234, 0.186, 4.301], [-2.559, 1.390, 4.134], [-3.798, 2.104, 1.700], [-4.565, 1.843, 0.969], [-3.654, 3.194, 1.677], [-4.149, 1.822, 2.710], [3.556, -0.476, -1.735], [1.546, 0.194, -4.094], [3.892, -1.334, -1.134], [4.149, 0.402, -1.424], [3.837, -0.678, -2.770], [0.743, 0.679, -4.632], [1.708, -0.768, -4.574], [2.452, 0.780, -4.227], [1.739, -0.147, 1.532], [-2.214, -0.862, -2.586], [-1.103, -1.341, 0.196], [-2.195, -1.243, -0.045], [-0.789, -1.591, -0.982], [-0.940, -2.387, 0.515], [-1.110, -4.559, 0.767], [-0.238, -4.885, 0.487], [-1.048, -4.536, 1.734], [0.194, 2.785, -0.199], [1.835, 2.978, 0.352], [2.206, 2.669, 1.598], [3.603, 2.707, 2.026], [4.347, 3.787, 1.270], [4.146, 3.639, -0.221], [2.715, 3.494, -0.504], [1.549, 2.130, 2.166], [4.058, 1.721, 1.844], [3.607, 2.890, 3.106], [5.411, 3.724, 1.503], [3.995, 4.770, 1.594], [4.673, 2.751, -0.602], [4.505, 4.514, -0.769], [2.358, 3.625, -1.449]], "mulliken_spin": [0.0095, 0.0025, 0.3552, 0.2754, 0.0096, 0.4821, 0.3247, 0.2787, 0.1167, 0.5980, 0.4034, 0.1042, -0.0533, 0.2163, 0.1632, 0.0176, -0.0086, -0.0087, 0.0007, 0.0085, 0.0023, 0.0153, 0.0023, -0.0014, 0.0264, 0.0054, 0.0073, -0.0029, 0.0123, 0.0231, 0.0082, 0.0010, -0.0041, 0.3272, -0.0097, 0.0956, -0.0079, 0.0005, -0.0001, 0.0002, 0.1907, -0.0126, 0.0092, -0.0031, 0.0017, -0.0003, 0.0121, 0.0008, 0.0025, -0.0007, 0.0000, -0.0002, 0.0007, -0.0002, 0.0027], "spin_multiplicity": 5, "s_squared": 6.104, "molar_mass_da": 588.69, "max_force_ev_per_a": 7.2, "total_charge": 1, "energy_ha": -1794.102582}

=====

{"formula": "C4H10P", "method": "wB97M-V/def2-TZVPD", "symbols": ["C", "C", "C", "C", "P", "H", "H", "H", "H", "H", "H", "H", "H", "H", "H"], "xyz": [[-2.214, 0.052, 0.763], [2.043, -0.003, 0.891], [0.122, 1.580, -0.714], [0.055, -1.502, -0.675], [0.565, 0.069, 0.093], [-2.446, -1.014, 0.653], [-2.963, 0.338, 1.356], [2.414, 0.698, 1.679], [2.552, -0.937, 1.088], [-0.238, 1.553, -1.775], [0.936, 2.263, -0.953], [-0.586, 2.321, -0.207], [0.709, -1.666, -1.477], [-1.066, -1.531, -0.740], [0.117, -2.219, 0.019]], "mulliken_charge": [-0.3520, -0.6864, -1.0193, -0.9998, 0.7943, 0.1712, 0.2379, 0.2787, 0.2900, 0.3745, 0.4147, 0.3777, 0.3972, 0.2902, 0.4310], "de_lowest_kj_mol": 592.72, "molar_mass_da": 89.10, "max_force_ev_per_a": 4.6, "total_charge": 1, "energy_ha": -499.242151}

=====

Please write out number 5 again, unchanged.
{"formula": "C13H28IrN6O6S", "method": "wB97M-V/def2-TZVPD", "symbols": ["O", "H", "Ir", "N", "N", "N", "N", "O", "O", "O", "O", "C", "C", "C", "C", "C", "H", "H", "H", "C", "H", "H", "H", "C", "C", "H", "H", "H", "H", "H", "H", "H", "H", "C", "H", "H", "H", "O", "H", "H", "S", "C", "N", "C", "C", "C", "N", "H", "H", "H", "H", "H", "H", "H", "H"], "xyz": [[-3.138, -1.316, -2.531], [-2.701, -2.155, -2.791], [-0.310, 0.283, -0.208], [-0.399, 0.491, 1.806], [-2.040, 1.297, 0.059], [1.558, -0.202, -0.396], [-0.072, 0.318, -2.232], [0.640, 0.236, 2.555], [2.379, -0.311, 0.681], [-0.847, 0.746, -3.142], [-2.602, 2.028, -0.783], [-2.516, 1.392, 1.358], [-1.575, 0.958, 2.307], [2.102, -0.245, -1.642], [1.208, 0.053, -2.668], [-1.553, 1.122, 3.791], [-0.856, 1.941, 4.086], [-1.234, 0.186, 4.301], [-2.559, 1.390, 4.134], [-3.798, 2.104, 1.700], [-4.565, 1.843, 0.969], [-3.654, 3.194, 1.677], [-4.149, 1.822, 2.710], [3.556, -0.476, -1.735], [1.546, 0.194, -4.094], [3.892, -1.334, -1.134], [4.149, 0.402, -1.424], [3.837, -0.678, -2.770], [0.743, 0.679, -4.632], [1.708, -0.768, -4.574], [2.452, 0.780, -4.227], [1.739, -0.147, 1.532], [-2.214, -0.862, -2.586], [-1.103, -1.341, 0.196], [-2.195, -1.243, -0.045], [-0.789, -1.591, -0.982], [-0.940, -2.387, 0.515], [-1.110, -4.559, 0.767], [-0.238, -4.885, 0.487], [-1.048, -4.536, 1.734], [0.194, 2.785, -0.199], [1.835, 2.978, 0.352], [2.206, 2.669, 1.598], [3.603, 2.707, 2.026], [4.347, 3.787, 1.270], [4.146, 3.639, -0.221], [2.715, 3.494, -0.504], [1.549, 2.130, 2.166], [4.058, 1.721, 1.844], [3.607, 2.890, 3.106], [5.411, 3.724, 1.503], [3.995, 4.770, 1.594], [4.673, 2.751, -0.602], [4.505, 4.514, -0.769], [2.358, 3.625, -1.449]], "mulliken_spin": [0.0095, 0.0025, 0.3552, 0.2754, 0.0096, 0.4821, 0.3247, 0.2787, 0.1167, 0.5980, 0.4034, 0.1042, -0.0533, 0.2163, 0.1632, 0.0176, -0.0086, -0.0087, 0.0007, 0.0085, 0.0023, 0.0153, 0.0023, -0.0014, 0.0264, 0.0054, 0.0073, -0.0029, 0.0123, 0.0231, 0.0082, 0.0010, -0.0041, 0.3272, -0.0097, 0.0956, -0.0079, 0.0005, -0.0001, 0.0002, 0.1907, -0.0126, 0.0092, -0.0031, 0.0017, -0.0003, 0.0121, 0.0008, 0.0025, -0.0007, 0.0000, -0.0002, 0.0007, -0.0002, 0.0027], "spin_multiplicity": 5, "s_squared": 6.104, "molar_mass_da": 588.69, "max_force_ev_per_a": 7.2, "total_charge": 1, "energy_ha": -1794.102582}